[1]
9
Properties=species:S:1:pos:R:3:forces:R:3 method="wB97M-V/def2-TZVPD" total_charge=0 multiplicity=1 homo_ev=-7.72 energy_ev=-14477.372 gap_ev=7.73 e_above_lowest_kj_mol=286.07
C -0.668 0.391 1.417 -3.507 1.743 -4.222
C 0.910 -0.418 -1.028 1.591 -3.197 0.500
N -0.546 -0.073 0.239 0.847 -1.154 0.806
S 0.611 0.663 -2.231 0.091 0.543 -0.099
H -1.507 1.120 1.477 0.589 -0.594 1.080
H -0.024 0.161 2.154 2.240 -0.559 2.434
H 1.854 -0.411 -0.319 -2.077 0.384 -1.208
H 0.615 -1.538 -1.245 0.496 2.185 0.699
H -1.247 0.105 -0.465 -0.272 0.647 0.011


[2]
9
Properties=species:S:1:pos:R:3:forces:R:3 method="wB97M-V/def2-TZVPD" total_charge=0 multiplicity=1 homo_ev="-8.09 / -8.73" energy_ev=-14476.279 gap_ev="8.06 / 8.74" e_above_lowest_kj_mol=391.52
C 2.356 0.111 0.015 -9.488 1.651 -0.368
N 0.742 -0.187 0.051 6.935 0.275 0.532
S -0.348 0.899 -0.391 -0.535 0.011 0.297
C -1.778 -0.072 0.186 -0.864 1.936 0.664
H 2.720 -0.824 0.031 2.000 -2.774 0.104
H 2.477 0.959 -0.618 1.083 0.375 -0.154
H -2.010 0.086 1.299 0.197 -0.173 -1.893
H -1.561 -1.058 -0.049 0.911 -2.028 0.161
H -2.598 0.086 -0.525 -0.239 0.728 0.657


[3]
9
Properties=species:S:1:pos:R:3:forces:R:3 method="wB97M-V/def2-TZVPD" total_charge=0 multiplicity=1 homo_ev=-8.80 energy_ev=-14476.234 gap_ev=9.40 e_above_lowest_kj_mol=395.84
C -0.003 -0.227 0.683 -3.730 1.931 -0.511
C 1.207 -0.403 0.037 3.486 -4.741 -0.673
N -1.228 -0.224 0.801 2.214 1.450 1.106
S 1.041 1.294 0.715 0.838 -0.487 -0.128
H -0.942 1.422 -1.670 -0.805 -1.518 1.690
H 1.329 -0.793 -1.089 -0.639 1.555 2.342
H -1.202 0.910 -1.065 0.643 1.681 -2.048
H 1.818 -1.219 0.695 -0.674 2.244 -1.463
H -2.019 -0.760 0.894 -1.332 -2.114 -0.314